This record from the OMol25 dataset describes a molecular structure, C27H44AuNOSSiTe. The level of theory is wB97M-V/def2-TZVPD.

ORCA input file:
```
! wB97M-V def2-TZVPD RIJCOSX def2/J DEFGRID3
* xyz 2 3
Au -1.94 -0.04 0.65
C -0.62 0.80 2.08
Si 0.89 1.16 1.05
C 1.64 -0.57 0.42
N 2.26 -1.32 1.44
C 1.50 -2.21 2.29
C 2.08 -3.64 2.22
C 3.61 -3.62 2.12
C 4.18 -2.29 2.62
C 3.68 -1.16 1.73
C 2.25 1.97 2.01
C 2.34 1.81 3.39
C 3.43 2.32 4.09
C 4.43 3.01 3.41
C 4.34 3.19 2.04
C 3.25 2.68 1.34
C 0.46 2.04 -0.54
C 1.23 1.94 -1.71
C 0.96 2.74 -2.81
C -0.08 3.65 -2.77
C -0.87 3.75 -1.64
C -0.60 2.95 -0.54
H -1.03 1.71 2.53
H -0.48 0.06 2.87
H 2.38 -0.29 -0.33
H 0.81 -1.13 -0.01
H 0.45 -2.17 1.99
H 1.58 -1.83 3.31
H 1.64 -4.17 1.38
H 1.75 -4.15 3.13
H 3.92 -3.75 1.08
H 4.03 -4.45 2.68
H 5.26 -2.29 2.60
H 3.89 -2.12 3.66
H 4.20 -1.14 0.78
H 3.82 -0.17 2.19
H 1.57 1.29 3.94
H 3.49 2.20 5.17
H 5.27 3.41 3.96
H 5.11 3.74 1.52
H 3.19 2.85 0.27
H 2.07 1.26 -1.76
H 1.58 2.67 -3.70
H -0.28 4.29 -3.63
H -1.69 4.46 -1.60
H -1.21 3.07 0.35
C -5.39 -1.01 1.56
Te -4.20 0.72 1.86
C -3.70 0.27 3.87
H -4.82 -1.89 1.83
H -5.66 -1.05 0.51
H -6.28 -0.91 2.17
H -4.60 0.34 4.46
H -2.97 1.00 4.21
H -3.28 -0.74 3.91
C -0.72 -1.45 -5.70
C -0.93 -2.60 -4.73
C -1.86 -2.27 -3.56
S -1.17 -0.99 -2.50
O -1.74 -1.32 -1.10
C -2.00 0.51 -3.10
C -3.35 0.84 -2.48
C -4.45 -0.20 -2.66
H -0.12 -1.77 -6.55
H -0.18 -0.61 -5.24
H -1.66 -1.07 -6.09
H 0.02 -2.94 -4.33
H -1.37 -3.45 -5.25
H -1.96 -3.12 -2.88
H -2.86 -1.98 -3.88
H -2.06 0.37 -4.18
H -1.28 1.31 -2.90
H -3.65 1.79 -2.94
H -3.21 1.07 -1.42
H -4.62 -0.42 -3.72
H -5.39 0.18 -2.27
H -4.22 -1.13 -2.15
*
```

## Properties
E_LUMO (spin up / spin down)   -4.77 / -7.35 eV
HOMO level (spin up / spin down)   -13.16 / -14.20 eV
HOMO-LUMO gap (spin up / spin down)   8.39 / 6.85 eV


This record from the OMol25 dataset describes a gas-phase ion, CN2O2 (charge -2) at a distorted geometry. The level of theory is wB97M-V/def2-TZVPD.

ORCA input file:
```
! wB97M-V def2-TZVPD RIJCOSX def2/J DEFGRID3
* xyz -2 1
C -0.72 -0.06 -0.04
N -1.66 -0.82 0.11
N 0.84 -0.11 -0.46
O 1.88 -0.25 0.27
O -0.33 1.24 0.12
*
```

## Properties
E_LUMO   8.16 eV
HOMO level   3.44 eV
HOMO-LUMO gap   4.71 eV


This record from the OMol25 dataset describes 10 unconnected molecules or ions with the total composition C47H62F3IN10O25S at a distorted geometry. The level of theory is wB97M-V/def2-TZVPD.

ORCA input file:
```
! wB97M-V def2-TZVPD RIJCOSX def2/J DEFGRID3
* xyz 0 1
C -0.29 4.84 5.33
C -1.34 3.70 5.61
C -0.64 2.32 5.83
C -1.52 1.22 5.20
C -2.48 0.53 6.00
C -2.68 0.90 7.47
C -3.85 1.91 7.68
O -4.07 2.79 6.90
I -5.13 1.79 9.43
C -3.23 -0.50 5.37
C -4.25 -1.23 6.26
C -5.63 -0.48 6.25
C -5.81 0.60 5.16
C -3.05 -0.82 4.00
S -4.02 -2.16 3.34
O -5.38 -2.17 3.80
O -4.00 -2.33 1.93
C -3.28 -3.74 4.07
F -2.53 -4.40 3.19
F -2.50 -3.45 5.14
F -4.25 -4.54 4.50
C -2.13 -0.11 3.20
C -1.38 0.89 3.84
C -0.33 1.62 2.99
O -0.12 2.81 3.07
C 0.40 0.71 2.01
C 1.75 0.85 1.73
C 2.35 0.00 0.80
O 3.70 0.13 0.45
C 3.83 0.64 -0.83
O 3.94 -0.08 -1.79
C 3.79 2.14 -1.09
C 4.85 2.80 -1.73
C 4.79 4.17 -1.99
C 3.69 4.94 -1.61
C 2.63 4.29 -0.97
C 2.68 2.92 -0.73
C 1.61 -0.98 0.15
C 0.24 -1.15 0.40
C -0.49 -2.23 -0.40
C -1.47 -3.15 0.38
C -1.54 -4.58 -0.26
C -2.68 -4.73 -1.29
N -4.01 -4.41 -0.80
C -4.70 -3.32 -1.19
C -5.92 -3.16 -0.58
C -5.97 -4.34 0.29
C -4.80 -5.05 0.13
C -0.35 -0.29 1.34
C -1.85 -0.30 1.71
O -2.65 -0.33 0.81
H 0.71 4.42 5.15
H -0.31 5.52 6.19
H -0.62 5.41 4.44
H -1.97 3.94 6.48
H -1.94 3.62 4.69
H 0.30 2.28 5.27
H -0.39 2.10 6.87
H -2.81 0.02 8.11
H -1.80 1.43 7.87
H -3.89 -1.35 7.29
H -4.42 -2.25 5.89
H -5.73 0.03 7.22
H -6.45 -1.21 6.19
H -5.13 1.46 5.25
H -5.73 0.23 4.13
H -6.83 1.01 5.27
H 2.32 1.64 2.22
H 5.75 2.28 -2.06
H 5.61 4.69 -2.48
H 3.62 6.02 -1.76
H 1.76 4.88 -0.69
H 1.82 2.45 -0.26
H 2.12 -1.63 -0.57
H -1.01 -1.77 -1.26
H 0.30 -2.89 -0.82
H -2.47 -2.73 0.22
H -1.23 -3.27 1.44
H -0.59 -4.72 -0.81
H -1.60 -5.37 0.51
H -2.51 -4.09 -2.17
H -2.72 -5.76 -1.70
H -4.41 -2.53 -1.89
H -6.65 -2.37 -0.69
H -6.80 -4.57 0.96
H -4.54 -5.95 0.67
C 6.83 -1.23 -2.79
N 8.29 -1.26 -3.10
O 8.83 -0.22 -3.39
O 8.83 -2.35 -3.03
H 6.48 -0.20 -2.89
H 6.33 -1.87 -3.50
H 6.70 -1.58 -1.77
C 2.11 8.45 5.77
N 2.22 6.97 5.77
O 1.74 6.37 6.71
O 2.78 6.46 4.82
H 1.58 8.76 6.67
H 3.11 8.85 5.75
H 1.55 8.74 4.88
C -8.75 -6.67 -2.14
N -7.30 -6.59 -2.49
O -6.84 -5.50 -2.74
O -6.68 -7.64 -2.49
H -9.16 -5.67 -2.18
H -9.22 -7.31 -2.87
H -8.82 -7.08 -1.14
C 4.13 0.35 -5.47
N 5.58 0.31 -5.78
O 6.13 1.35 -6.07
O 6.13 -0.78 -5.72
H 3.78 1.38 -5.56
H 3.62 -0.30 -6.18
H 4.00 -0.01 -4.45
C 1.73 -3.85 -3.68
N 0.32 -3.44 -3.86
O -0.55 -4.25 -3.58
O 0.12 -2.32 -4.28
H 1.75 -4.87 -3.31
H 2.22 -3.79 -4.65
H 2.19 -3.17 -2.97
C 3.64 13.05 5.90
N 3.75 11.57 5.90
O 3.27 10.97 6.85
O 4.31 11.05 4.96
H 3.11 13.36 6.79
H 4.65 13.45 5.88
H 3.09 13.33 5.01
C 7.91 -1.25 -8.31
N 7.29 -2.24 -9.22
O 7.96 -3.19 -9.56
O 6.15 -2.03 -9.57
H 8.92 -1.56 -8.08
H 7.91 -0.29 -8.82
H 7.31 -1.21 -7.40
C -3.64 -4.66 -5.92
N -3.78 -3.34 -5.25
O -3.94 -2.36 -5.96
O -3.73 -3.33 -4.05
H -3.71 -4.52 -6.99
H -2.67 -5.06 -5.64
H -4.45 -5.29 -5.56
C 3.93 -1.48 -12.05
N 2.52 -1.02 -12.23
O 1.64 -1.78 -11.90
O 2.37 0.09 -12.68
H 3.92 -2.48 -11.63
H 4.40 -1.47 -13.02
H 4.42 -0.79 -11.37
*
```

## Properties
E_LUMO   -0.96 eV
HOMO level   -7.39 eV
SMILES   CCCc1c(CC(=O)I)c(CCC)c(S(=O)(=O)C(F)(F)F)c2c1C(=O)c1cc(OC(=O)c3ccccc3)cc(CCCCn3cccc3)c1C2=O.C[N+](=O)[O-].C[N+](=O)[O-].C[N+](=O)[O-].C[N+](=O)[O-].C[N+](=O)[O-].C[N+](=O)[O-].C[N+](=O)[O-].C[N+](=O)[O-].C[N+](=O)[O-]
HOMO-LUMO gap   6.43 eV


> Number 3 is which compound?

C47H62F3IN10O25S


> Number 3 is which compound?

C47H62F3IN10O25S